[1]
{
  "formula": "C9H17ISi",
  "method": "ωB97M-V with the def2-TZVPD basis set",
  "elements": ["C", "C", "C", "H", "C", "H", "H", "I", "H", "H", "H", "H", "H", "H", "C", "H", "C", "H", "H", "H", "H", "C", "H", "H", "C", "C", "H", "Si"],
  "positions_angstrom": [[-1.2098, 1.4553, 0.8796], [1.9514, 2.7280, 0.0318], [0.2776, -2.6287, -0.7862], [-1.1829, 1.1504, 1.9119], [-1.0476, 0.2472, -0.0651], [2.1060, -0.0985, 1.8005], [-2.3046, 1.0577, -1.5206], [4.0203, -0.4988, -0.5464], [-1.9917, -1.1783, 1.1706], [-3.0917, -0.2361, 0.3601], [1.6242, -1.6837, 2.2594], [-0.6523, -2.9259, -0.4979], [0.4503, -2.8303, -1.8549], [0.4560, -0.5397, 2.4737], [1.2164, -0.8120, 1.7503], [1.9328, 0.2699, -2.0550], [2.1286, 0.3918, -1.0653], [-0.4611, 2.1797, 0.6166], [-2.3679, -1.2867, -0.6354], [-0.7356, 1.7720, -1.2207], [1.0687, -3.1966, -0.2801], [-1.2061, 0.7751, -1.4446], [-0.7743, 0.2632, -2.2997], [1.6905, 3.6965, 0.5304], [1.9458, 1.6148, -0.3868], [-2.2055, -0.7156, 0.2747], [-2.1183, 1.9397, 0.5618], [0.4806, -0.9106, 0.0373]],
  "atomic_forces_ev_per_a": [[0.856, -0.753, -0.941], [-1.045, 3.354, 1.935], [3.227, 1.449, -0.252], [-0.161, 0.285, 0.459], [-0.358, -1.669, 1.193], [-1.473, -0.508, -0.228], [1.088, -0.566, -0.704], [-0.181, 0.039, -0.296], [0.131, -1.859, 1.777], [-2.829, 2.085, 0.588], [0.089, -0.588, -0.592], [-2.599, -1.349, 0.758], [-0.256, 0.706, 0.323], [-0.260, 0.675, 0.026], [1.207, 0.009, 0.810], [-0.269, 0.202, -2.755], [-1.492, -2.545, 4.549], [0.640, 0.268, 0.572], [0.152, -1.147, 0.408], [0.005, -0.630, -1.818], [-0.352, -0.219, 0.087], [-0.958, 2.944, 0.526], [-0.203, -0.086, -0.004], [0.676, -1.613, -0.842], [0.796, -0.824, -1.725], [2.286, 0.071, -2.756], [-0.845, 0.021, 0.421], [2.130, 2.248, -1.519]],
  "lowdin_charge": [-0.08, 0.09, -0.15, 0.08, -0.66, 0.03, 0.11, 0.77, 0.06, 0.05, 0.03, -0.03, 0.05, 0.02, -0.21, -0.02, -0.72, 0.04, 0.09, 0.08, 0.03, -0.11, 0.08, 0.07, -0.41, -0.10, 0.08, 0.73],
  "energy_ha": -940.17450,
  "homo_lumo_gap_ev": 8.62,
  "max_force_ev_per_a": 5.42,
  "lumo_ev": 0.5,
  "relative_energy_kcal_mol": 0.0
}

***

[2]
{
  "formula": "C5H13NS",
  "method": "ωB97M-V with the def2-TZVPD basis set",
  "elements": ["H", "H", "H", "N", "H", "H", "C", "H", "C", "H", "H", "H", "C", "H", "C", "C", "H", "H", "H", "S"],
  "positions_angstrom": [[2.5084, -0.6908, 0.1400], [-1.5617, 1.2982, 1.7222], [-2.4107, 0.0387, 2.5761], [-0.5993, -0.4765, 1.4827], [1.5770, -1.6783, 1.0709], [-0.5680, 0.6614, -1.3008], [-2.9121, 0.0750, 0.5908], [2.1152, 1.2566, -1.2299], [0.4185, 0.1250, 0.5898], [0.3008, 1.1804, 0.8295], [-0.6782, -1.4613, 1.2795], [-2.5191, 0.4361, -0.3556], [-1.8137, 0.2229, 1.6736], [2.3755, -0.2667, 1.7118], [0.1531, -0.0885, -0.9192], [1.6965, -0.6108, 0.9000], [-0.2390, -1.0539, -1.2586], [-3.7766, 0.6748, 0.7077], [-3.2295, -0.9343, 0.4865], [1.5448, 0.3538, -2.1186]],
  "atomic_forces_ev_per_a": [[-1.092, 0.647, -0.375], [-0.051, -0.328, 0.106], [1.053, -0.477, 0.515], [0.812, -0.362, -0.180], [-0.792, -0.072, 0.336], [-0.099, -0.594, 0.664], [1.669, 0.500, -0.834], [-0.377, -0.658, -0.903], [-0.634, -1.640, -0.113], [0.980, 0.194, -0.203], [-0.284, -0.137, 0.125], [0.121, -0.329, -0.364], [-2.248, 1.542, -0.536], [-1.229, 0.143, 0.201], [-0.731, 1.801, -1.749], [3.449, -0.238, 0.490], [0.347, -0.071, 0.568], [-0.921, 0.679, 0.833], [-0.190, -0.992, -0.133], [0.215, 0.392, 1.552]],
  "lowdin_charge": [0.05, 0.11, 0.11, -0.06, 0.08, 0.04, -0.09, -0.11, -0.43, 0.13, 0.11, 0.05, -0.29, 0.09, -0.49, -0.12, 0.08, 0.05, 0.06, 0.64],
  "energy_ha": -651.19548,
  "homo_lumo_gap_ev": 9.55,
  "smiles": "CCN[C@@H](C)CS",
  "max_force_ev_per_a": 3.49,
  "lumo_ev": 1.0,
  "relative_energy_kcal_mol": 30.4
}

***

[3]
{
  "formula": "C36H74FIN3O14P3",
  "method": "ωB97M-V with the def2-TZVPD basis set",
  "elements": ["H", "H", "H", "H", "H", "C", "C", "H", "H", "C", "C", "H", "H", "H", "H", "H", "H", "H", "H", "H", "O", "H", "P", "C", "H", "H", "O", "C", "C", "H", "C", "C", "H", "H", "C", "O", "C", "H", "O", "H", "H", "H", "C", "C", "H", "O", "H", "H", "O", "O", "H", "H", "H", "H", "H", "H", "H", "H", "H", "C", "C", "C", "H", "C", "H", "O", "H", "H", "C", "O", "O", "H", "C", "H", "H", "C", "H", "H", "H", "H", "H", "O", "N", "C", "C", "H", "C", "H", "C", "O", "C", "H", "C", "H", "H", "H", "C", "C", "H", "H", "H", "H", "C", "P", "H", "H", "N", "C", "H", "H", "F", "H", "H", "C", "H", "C", "P", "O", "H", "H", "H", "H", "C", "C", "N", "C", "I", "H", "C", "O", "H", "H"],
  "positions_angstrom": [[4.0451, 5.4161, -3.2377], [-7.7010, -2.1636, 1.9557], [-4.0472, -0.5674, 4.5207], [1.7414, 5.2582, -3.3230], [6.5886, 3.1738, -3.9273], [1.4319, 1.3366, -0.3016], [8.0319, -0.3647, -2.2639], [0.7381, -2.6893, -5.2350], [-0.7943, 1.5564, -6.2500], [-8.3863, -1.3468, 2.1989], [2.0782, 2.2738, 0.9106], [-3.6879, -3.9787, 4.1239], [7.0026, -1.3122, -4.2029], [-0.7440, -0.0692, -2.2451], [4.6717, 1.7877, -5.8971], [-3.0819, 0.6245, -5.5455], [2.7377, 3.1968, -5.4069], [0.8021, -5.4383, 6.6336], [2.2381, -2.5516, 0.5360], [8.8067, -1.2595, -2.3707], [-5.8128, -1.5557, 3.2583], [-10.3277, -1.1185, 3.1226], [-6.6960, -0.5941, 4.0905], [2.2069, 4.1536, -3.2853], [-1.2763, -6.5437, 7.0821], [1.0492, -1.6359, -0.6047], [-7.6841, -0.2647, 2.7978], [1.4271, -1.0913, -3.6568], [2.8408, -0.3910, -3.3251], [-10.2057, 0.9926, 4.6860], [-0.0641, -5.0418, 6.0956], [1.7788, 3.5432, -4.7852], [0.2931, 0.8503, 4.5228], [-9.9213, -2.7831, 2.6916], [-1.9648, 2.2937, -4.4417], [-5.6168, 0.6746, 3.9525], [4.5783, 1.1219, -1.8802], [0.6051, -0.4063, -4.1773], [-0.7104, -2.1346, 3.1210], [-0.4008, -4.1520, 6.6269], [2.4904, -3.0525, -4.5211], [-3.5258, 1.2826, 2.1476], [6.4509, 2.0891, -4.3750], [4.6116, 3.7274, -1.9170], [6.0712, -1.4790, -2.5093], [-1.9826, -0.2979, -3.9698], [-3.7033, 1.1524, 4.5234], [5.7615, 4.0128, -2.1170], [2.0949, 1.2863, -1.5485], [-1.7017, -3.7151, 4.4993], [0.8682, -1.6682, -2.8322], [8.5154, 0.6762, -2.5316], [1.8470, -1.0205, 5.4881], [-9.1766, -2.0110, 4.1126], [3.2654, -1.4642, -5.9545], [-8.7994, -0.9857, 1.2514], [3.6358, -1.2739, -3.4635], [-7.5198, 2.0989, 3.6902], [-2.7542, 3.1192, -4.7920], [-4.2236, 0.3605, 3.9725], [-2.7429, -3.9935, 3.5712], [-0.6752, 2.4339, -5.4616], [1.3275, 4.4294, -5.4452], [-8.1613, 1.7156, 4.4834], [-1.5760, 2.6642, -3.3976], [2.2765, -1.4990, -6.0912], [-2.5420, 0.3627, -1.9070], [5.5869, 3.4209, -5.9993], [-9.6028, 1.5821, 3.9901], [0.3854, -4.7467, 4.7713], [2.5050, 3.5259, 0.7777], [4.2933, -1.4842, -1.0902], [-1.8596, -0.3681, -2.5100], [-9.6534, 1.1020, 3.0175], [-8.1371, 2.4383, 5.3044], [-2.7291, 0.8651, -4.4426], [-2.1269, -5.6870, 5.8128], [-0.1296, 0.1665, 6.1022], [5.2447, 0.4691, -1.1082], [-0.9324, -6.9021, 5.3685], [6.4479, 1.8772, -6.7563], [0.4060, -2.4454, 5.1586], [4.5658, 2.4560, -1.2631], [2.2706, 2.8050, 3.3651], [3.0914, 0.2879, -1.8345], [7.6689, -0.3110, -1.1291], [3.3084, -0.9062, -0.7414], [3.5503, -0.3615, 0.2933], [5.4538, 2.3770, 0.8635], [-7.6828, 0.4804, 5.0203], [-9.5119, -1.8456, 3.0845], [-4.3512, -0.2329, 1.8661], [1.7655, -2.2042, -4.8669], [1.6529, 3.6437, -2.4000], [-1.5442, -5.4834, 2.5361], [-1.9813, -1.4706, -2.0679], [0.9837, -1.1807, 4.8321], [6.7357, -0.7704, -3.2035], [1.0538, 0.3717, 0.2233], [1.3201, 1.3617, -5.3003], [-2.8053, -3.2063, 2.8144], [1.3668, -1.1863, 3.8094], [0.7811, 2.2676, -4.7359], [5.5840, 0.7823, -3.4533], [-3.6858, 0.9691, -3.7545], [2.2727, -2.8681, -1.3193], [2.0060, 1.6913, 2.3400], [3.8257, 4.2341, -3.2066], [-3.2655, -5.4658, 2.0809], [0.6365, 1.9568, -3.6043], [3.5839, 3.0028, 4.0583], [4.3794, 3.8554, -4.1679], [0.9623, 1.5081, 2.4601], [-0.0256, -0.0611, 5.0361], [-2.7084, -0.2391, 2.5436], [-2.5623, -5.3478, 2.9131], [-0.1928, -3.3683, 3.9004], [1.3099, 3.6802, 3.7812], [2.9277, 0.4147, -4.2069], [-1.0294, -0.3253, 4.6860], [-10.0562, 2.5751, 3.8758], [-2.7543, -6.1547, 3.6255], [5.7525, 2.2407, -5.8933], [-1.1622, -6.1063, 6.0820], [5.7504, 2.5020, -0.4748], [2.1764, -2.0120, -0.4972], [-0.4895, 2.4753, -0.5839], [-0.7094, 3.4492, -6.0531], [-3.6719, 0.2776, 2.5574], [5.1666, 1.6104, 1.9564], [7.5605, 1.7308, -4.6403], [4.3271, 4.5366, -1.0736]],
  "atomic_forces_ev_per_a": [[-0.131, -2.704, 0.280], [0.046, 0.125, 0.079], [-0.002, 0.032, -0.151], [1.306, -2.350, 0.370], [-0.413, -2.418, -0.675], [-0.130, 0.423, 1.665], [-0.025, -0.970, 0.180], [2.308, 0.984, 0.967], [0.306, 1.896, 1.453], [-0.105, -0.222, -0.337], [1.999, 6.005, 0.192], [0.193, 0.087, 0.047], [-0.589, 1.271, 1.866], [-2.232, -0.476, -0.428], [2.288, 0.546, -0.158], [0.844, 0.414, 2.286], [-1.892, 0.856, 1.604], [0.153, 0.124, -0.339], [0.188, 1.222, -1.815], [-1.323, 2.119, 0.449], [-1.273, -2.227, 4.033], [0.112, -0.084, 0.088], [0.876, 7.031, -6.784], [-0.743, 0.857, -1.636], [0.165, 0.037, -0.148], [2.515, -0.571, 0.279], [-0.573, -0.685, 0.233], [-0.578, -1.130, -1.757], [-0.934, 0.076, -0.465], [0.092, 0.169, 0.058], [-0.943, -0.522, 0.461], [0.176, 0.128, -0.579], [-0.031, 0.006, 0.133], [0.106, 0.105, 0.092], [0.343, 1.407, -0.481], [-0.057, -0.747, 1.519], [1.438, -2.231, 1.891], [1.988, -1.134, 1.350], [2.576, -2.635, -3.028], [0.064, 0.049, -0.217], [-1.192, 1.597, -0.583], [0.033, -0.062, 0.089], [2.255, 1.592, -2.096], [0.882, 4.854, -0.340], [1.365, 1.252, -1.794], [-0.791, 0.937, 1.219], [-0.269, 0.009, -0.050], [-2.340, -0.714, 0.242], [-0.940, -0.598, 1.754], [-0.021, -0.506, -0.710], [1.164, 0.920, -1.080], [-0.959, -2.261, 0.343], [-0.169, -0.213, 0.002], [0.034, -0.102, -0.038], [-1.556, 0.150, -0.359], [0.128, 0.116, 0.131], [-1.422, 2.277, 0.341], [0.076, -0.203, 0.079], [1.458, -1.940, 0.798], [0.453, 0.028, -0.379], [-0.491, 0.055, -0.202], [-0.262, -0.775, -0.338], [0.767, -1.950, 1.487], [-0.874, 0.289, -0.674], [-0.993, -1.048, -1.760], [1.194, -1.159, 2.257], [0.969, -1.327, -1.393], [0.425, -2.533, -0.230], [0.042, 0.193, -0.041], [1.487, 0.494, -3.848], [-2.194, -7.803, 0.493], [-2.108, 1.417, 0.851], [1.507, -0.066, 1.062], [0.098, -0.039, -0.024], [0.181, -0.310, 0.146], [-0.886, 0.628, 0.102], [0.016, 0.101, -0.036], [0.089, 0.041, -0.139], [-1.662, 1.511, -1.555], [0.123, 0.045, 0.153], [-1.466, 0.498, 1.683], [1.186, -0.578, -1.049], [-0.363, -1.183, -0.048], [-4.355, 5.906, 3.238], [1.696, -1.313, -1.398], [0.849, -0.085, -2.497], [0.690, 0.502, 0.900], [-0.329, -1.188, -2.104], [-1.534, -6.755, 1.511], [1.104, -3.496, 1.838], [-0.382, -0.011, -0.107], [0.070, -0.108, 0.326], [-1.595, 0.430, -0.201], [1.361, 0.557, -1.696], [-0.019, 0.047, -0.099], [-0.065, 2.265, -1.420], [-0.110, 0.506, 0.130], [0.209, 0.681, 2.330], [1.046, 1.338, -1.384], [-1.142, 1.959, 1.401], [0.068, 0.002, 0.125], [-0.103, 0.049, 0.066], [0.094, -0.852, -0.182], [-0.758, -1.960, -1.488], [1.726, -0.114, -1.451], [-0.193, 1.834, 1.738], [-0.488, 2.747, -0.470], [0.255, 1.264, -0.355], [0.146, 0.056, 0.090], [0.250, 0.505, -2.324], [-4.095, -1.501, -2.976], [-1.509, 0.362, 1.715], [1.554, 0.113, 0.130], [-0.199, 0.114, 0.287], [-0.027, 0.011, 0.007], [-0.262, -0.284, 0.024], [-4.374, 3.037, 8.338], [6.896, -6.783, -3.104], [0.332, -1.845, 2.274], [0.287, -0.072, -0.170], [0.105, -0.117, 0.157], [0.113, 0.062, -0.102], [-0.448, 1.910, 0.810], [0.019, 0.045, 0.191], [-0.498, -0.180, 7.317], [-1.231, -1.052, -0.926], [0.969, -0.503, 0.268], [-0.015, -1.949, 1.229], [0.106, 0.236, -0.301], [2.495, 6.490, -8.059], [-2.265, 0.610, 0.981], [0.480, -1.967, -1.650]],
  "lowdin_charge": [0.14, 0.10, 0.10, 0.12, 0.08, -0.55, -0.20, 0.14, 0.12, -0.30, -0.33, 0.12, 0.09, 0.04, 0.05, 0.14, 0.09, 0.12, 0.08, 0.08, -0.23, 0.07, 0.79, -0.17, 0.08, 0.08, -0.27, -0.17, -0.16, 0.08, -0.28, -0.18, 0.05, 0.08, -0.19, -0.24, -0.31, 0.10, -0.24, 0.11, 0.12, 0.07, -0.45, -0.24, 0.07, -0.26, 0.12, 0.12, -0.18, -0.27, 0.08, 0.07, 0.12, 0.07, 0.09, 0.12, 0.12, 0.11, 0.12, -0.30, -0.30, -0.19, 0.11, -0.28, 0.05, -0.15, 0.07, 0.07, -0.08, -0.27, -0.03, 0.12, -0.16, 0.05, 0.12, -0.22, 0.05, 0.08, 0.12, 0.08, 0.07, -0.24, -0.21, -0.18, -0.34, 0.08, -0.17, 0.13, 0.02, -0.27, -0.08, 0.07, -0.21, 0.05, 0.07, 0.11, -0.29, -0.39, 0.09, 0.10, 0.10, 0.09, -0.22, 0.97, 0.13, 0.09, 0.11, -0.17, 0.08, 0.08, -0.01, 0.07, 0.12, -0.06, 0.06, -0.08, 0.79, 0.01, 0.10, 0.06, 0.08, 0.07, -0.19, -0.07, 0.05, -0.13, 0.97, 0.11, -0.07, -0.03, 0.09, 0.14],
  "energy_ha": -4054.52543,
  "homo_lumo_gap_ev": 4.74,
  "smiles": "CCP(CC)[C@@H](N(CCCCCCCCOC)N=C=O)[C@](CC)(CCCO)O[C@H](I)C(=O)NC(=O)F.CCOP(=O)(OCC)OCC.CCOP(=O)(OCC)OCC",
  "max_force_ev_per_a": 10.64,
  "lumo_ev": -2.5,
  "relative_energy_kcal_mol": 399.1
}